(1)
37
Properties=species:S:1:pos:R:3:forces:R:3 method="wB97M-V/def2-TZVPD" lumo_ha=-0.0156 multiplicity=1 e_above_lowest_ev=16.086 energy_ha=-1579.0036 homo_lumo_gap_ha=0.2896 largest_force_ev_per_a=17.64
C 3.218 -2.551 -5.255 3.2 7.8 -1.1
H 3.040 -2.198 -6.255 0.2 -0.6 -1.0
H 3.034 -3.489 -5.108 -0.7 -5.5 0.9
H 4.259 -2.131 -5.021 -0.7 -1.5 -0.4
C 2.376 -1.611 -4.468 -5.8 -13.1 -0.5
C 2.379 -0.329 -4.694 -1.2 8.5 -5.1
H 1.687 0.076 -4.050 -1.7 1.8 1.3
H 2.085 0.073 -5.816 0.6 -1.4 2.6
H 3.265 0.165 -4.522 2.4 1.1 0.6
H 1.239 -2.096 -4.712 1.9 1.6 -0.6
C 2.262 -2.172 -3.091 3.3 12.8 -0.6
C 1.331 -1.501 -2.284 0.9 3.5 6.2
N 1.749 -0.538 -1.187 -5.8 -4.0 -3.8
N 0.396 -0.314 -0.545 11.5 5.2 2.8
C -0.563 -0.752 -1.010 -6.3 -5.9 -3.9
N -1.807 -0.820 -0.482 4.8 4.1 7.3
C -2.210 0.235 0.532 -9.9 -4.1 -8.1
O -3.463 0.478 0.360 2.9 -0.2 0.3
C -1.593 0.844 1.490 8.9 -5.7 3.4
C -0.419 0.054 2.092 -3.9 10.1 1.0
C 0.136 1.042 3.034 5.2 -11.9 -0.3
C -0.658 1.944 3.213 -4.5 11.0 4.3
S -2.010 2.218 2.167 0.1 2.9 2.7
C -0.079 2.831 4.349 -0.4 7.3 -0.4
H 0.344 4.065 3.741 -0.8 -3.7 1.4
H -0.853 3.461 5.065 1.7 -2.2 -1.6
C 1.101 2.081 5.131 -15.5 -7.3 -4.1
H 0.264 1.673 5.914 3.1 0.7 -0.6
H 1.879 2.439 5.398 9.3 5.2 3.7
C 1.276 0.872 4.150 -1.9 11.9 -6.5
H 2.087 1.142 3.508 1.4 -0.3 0.0
H 1.369 0.054 4.502 1.0 -10.6 4.5
H -0.021 -0.788 1.832 1.8 -4.9 -1.8
H -2.458 -1.047 -1.058 -5.7 -1.3 -4.1
S -0.238 -2.025 -2.279 -1.3 0.8 -0.3
H 3.189 -1.747 -2.669 0.5 -0.1 0.5
H 2.439 -3.034 -2.924 1.1 -11.6 1.2

(2)
56
Properties=species:S:1:pos:R:3:forces:R:3 method="wB97M-V/def2-TZVPD" lumo_ha="-0.0477 / -0.0652" multiplicity=6 energy_ha=-8721.4792 homo_lumo_gap_ha="0.1369 / 0.1876" largest_force_ev_per_a=4.26
Fe 2.030 3.052 -0.888 -0.2 -0.5 -2.0
Se 3.234 1.599 -2.493 -0.2 0.1 0.4
Te 3.164 3.958 -3.247 -0.2 0.6 0.1
Te 1.175 5.503 -1.071 -0.2 -0.6 -0.6
Se -0.389 3.503 -0.859 0.1 0.6 0.0
N -0.056 2.304 9.367 0.4 0.3 -1.6
C 0.309 2.510 8.281 -0.7 -0.6 3.0
C 0.816 2.745 6.998 -0.1 0.3 -1.7
C 2.178 3.032 6.807 -0.2 0.8 1.1
C 2.635 3.387 5.550 0.9 0.4 -0.7
C 1.801 3.066 4.451 0.5 0.5 -0.3
C 0.453 2.773 4.643 -0.5 -0.7 -1.4
C -0.088 2.723 5.915 0.7 -0.8 0.6
N 2.357 3.051 3.105 0.9 -0.3 2.3
C 3.744 3.017 2.830 0.2 0.7 0.3
C 3.875 3.069 1.496 -1.7 -0.3 -1.7
N 2.548 2.942 0.940 1.8 0.6 2.3
C 1.703 2.976 1.951 -1.4 0.1 -1.3
H 2.801 3.100 7.732 -0.4 0.1 -1.1
H 3.609 3.981 5.431 -1.4 -1.5 0.1
H -0.153 2.454 3.753 0.5 0.6 1.1
H -1.134 2.459 6.114 0.5 0.3 -0.3
H 4.558 3.014 3.561 -0.8 0.1 -0.1
H 4.714 3.297 0.812 -0.6 -0.7 0.8
H 0.574 3.024 1.779 1.9 -0.2 0.4
S 0.576 -1.339 -2.783 -1.9 -0.3 -0.5
C -0.858 -0.509 -3.480 3.7 -0.4 -1.6
N -2.036 -0.431 -2.880 -2.0 -1.8 3.3
C -2.985 0.523 -3.280 -1.2 -0.5 -3.0
C -2.203 1.411 -4.256 0.5 1.5 1.3
S -0.719 0.531 -4.913 -1.2 -0.2 1.3
H -2.261 -1.064 -2.088 0.4 0.7 -1.0
H -3.367 1.097 -2.462 -0.3 0.4 0.5
H -3.852 0.089 -3.863 0.5 0.0 0.8
H -1.932 2.196 -3.527 0.8 0.2 -1.0
H -2.761 1.874 -5.051 -0.4 -0.1 -0.2
C 1.353 -4.308 -2.810 1.1 1.1 -0.3
Si -0.222 -3.380 -3.259 2.7 0.8 0.0
C -0.483 -3.377 -5.150 0.1 -0.7 0.9
C -1.464 -4.006 -2.023 -2.6 0.8 -0.9
C -2.875 -3.931 -2.181 -0.9 0.4 0.8
C -3.829 -4.099 -1.129 3.0 -0.7 0.1
C -3.320 -4.381 0.155 0.5 0.1 -0.1
C -1.926 -4.459 0.314 0.0 0.5 0.3
C -1.048 -4.272 -0.746 2.5 -1.1 1.1
H 1.114 -5.354 -2.959 0.5 -0.4 -0.1
H 1.818 -4.143 -1.786 -0.8 -0.2 -1.3
H 2.087 -3.893 -3.590 -0.8 -1.0 1.1
H -1.002 -4.291 -5.407 -0.3 -0.3 -0.3
H 0.366 -3.262 -5.853 -0.2 0.0 0.9
H -1.153 -2.559 -5.280 -0.7 0.7 -0.5
H -3.322 -3.623 -3.117 0.2 -0.1 -0.4
H -4.864 -4.094 -1.339 -0.9 0.2 -0.2
H -3.942 -4.519 1.052 0.1 0.1 -0.7
H -1.431 -4.522 1.289 -0.6 -0.4 -0.2
H 0.082 -4.442 -0.557 -2.1 0.6 -0.2

(3)
20
Properties=species:S:1:pos:R:3:forces:R:3 method="wB97M-V/def2-TZVPD" lumo_ha=0.0345 multiplicity=1 e_above_lowest_ev=3.562 energy_ha=-291.0279 homo_lumo_gap_ha=0.2848 largest_force_ev_per_a=0.33
C 1.817 -2.021 -0.318 0.0 -0.1 0.0
C 1.354 -0.661 0.157 0.3 -0.1 0.0
N 0.367 0.061 -0.654 -0.1 0.0 0.2
C 0.212 0.570 -1.845 0.0 0.0 -0.1
C -0.042 -0.371 0.520 0.0 -0.1 -0.3
C -1.178 2.577 0.663 0.0 0.0 0.0
C -1.270 -1.092 0.943 -0.1 0.0 0.1
H 2.620 -1.970 -1.060 -0.1 0.0 0.1
H 2.197 -2.570 0.552 0.0 0.0 -0.1
H 0.980 -2.590 -0.735 0.1 0.1 0.0
H 2.145 -0.025 0.570 -0.1 -0.1 0.0
H -0.780 0.862 -2.167 0.1 -0.1 0.1
H -0.486 2.748 -0.166 -0.1 0.0 0.1
H 1.090 0.783 -2.439 -0.1 -0.1 0.1
H -0.734 1.848 1.343 -0.1 0.2 -0.1
H -1.377 3.514 1.186 0.0 -0.1 -0.1
H -2.113 2.170 0.264 0.1 0.1 0.1
H -1.426 -2.034 0.391 0.0 0.1 0.0
H -2.155 -0.466 0.787 0.1 -0.1 0.0
H -1.220 -1.331 2.009 0.0 0.0 -0.1

(4)
155
Properties=species:S:1:pos:R:3:forces:R:3 method="wB97M-V/def2-TZVPD" lumo_ha=0.0194 multiplicity=1 smiles="CCOB(O)[PH2](CCCCCCCCCCCCn1cccc1)CCCC(F)(F)C(F)(F)F.CC(C)=O.CC(C)=O.CC(C)=O.CC(C)=O.CC(C)=O.CC(C)=O.CC(C)=O.CC(C)=O" energy_ha=-3517.5096 homo_lumo_gap_ha=0.2734 largest_force_ev_per_a=0.79
C -1.773 2.029 -0.530 0.1 -0.2 -0.3
C -1.922 1.060 -1.692 -0.4 0.2 0.0
O -2.173 -0.295 -1.286 0.4 0.3 -0.1
B -1.225 -1.218 -1.615 0.1 -0.2 0.2
O -0.195 -1.451 -0.748 -0.5 -0.2 0.3
P -1.203 -2.161 -3.314 -0.1 -0.4 -0.1
C -0.132 -0.784 -4.135 0.1 -0.3 0.1
C 1.365 -0.844 -3.835 0.1 0.5 -0.1
C 1.890 0.149 -2.770 0.2 -0.2 0.2
C 2.827 -0.457 -1.711 -0.4 0.0 0.0
C 2.935 0.287 -0.363 0.1 -0.1 -0.1
C 2.883 -0.642 0.861 0.5 0.3 0.1
C 2.298 -0.054 2.161 -0.4 -0.1 -0.4
C 0.947 -0.667 2.508 0.2 0.5 0.2
C 0.437 -0.322 3.911 -0.1 0.0 -0.3
C -0.637 -1.302 4.369 0.0 0.1 -0.3
C -0.258 -2.767 4.147 -0.1 -0.1 0.5
C 1.147 -3.150 4.628 -0.1 0.2 -0.3
N 2.091 -3.409 3.547 0.4 -0.2 0.0
C 3.416 -3.096 3.634 0.3 -0.1 -0.5
C 4.039 -3.434 2.451 -0.2 0.0 0.4
C 3.048 -3.978 1.615 -0.7 -0.2 0.3
C 1.857 -3.955 2.317 0.5 -0.2 0.0
C -2.318 -3.658 -2.673 0.0 0.5 -0.4
C -3.805 -3.305 -2.758 0.3 -0.3 0.1
C -4.664 -3.871 -1.621 0.3 0.0 -0.3
C -4.792 -3.014 -0.400 -0.4 -0.1 0.0
F -3.590 -2.691 0.111 0.4 0.2 0.1
F -5.463 -3.715 0.560 0.0 -0.2 0.2
C -5.615 -1.720 -0.546 0.3 -0.3 0.1
F -5.095 -0.882 -1.422 0.3 0.5 -0.5
F -5.707 -1.096 0.615 -0.1 0.3 0.6
F -6.839 -2.026 -0.959 -0.7 -0.2 -0.2
H -0.755 2.391 -0.517 0.3 0.2 0.3
H -1.979 1.535 0.410 -0.1 -0.1 0.2
H -2.438 2.874 -0.665 -0.1 0.2 0.1
H -2.755 1.352 -2.324 -0.1 0.0 -0.2
H -1.019 1.104 -2.291 0.0 0.0 -0.1
H 0.170 -2.334 -0.855 0.5 0.1 -0.1
H -0.175 -3.109 -3.625 0.1 0.1 0.3
H -2.214 -1.935 -4.286 -0.2 0.3 0.0
H -0.294 -0.919 -5.201 0.0 0.0 -0.1
H -0.522 0.201 -3.880 -0.1 0.1 -0.1
H 1.863 -0.607 -4.772 0.3 -0.1 -0.1
H 1.681 -1.861 -3.592 -0.1 -0.3 0.1
H 1.063 0.642 -2.267 -0.1 0.0 0.1
H 2.452 0.921 -3.287 -0.2 0.3 0.0
H 2.473 -1.466 -1.513 0.0 -0.3 0.1
H 3.811 -0.555 -2.161 0.2 -0.2 0.0
H 2.188 1.071 -0.274 -0.3 0.1 -0.1
H 3.901 0.784 -0.334 0.0 0.4 0.0
H 2.389 -1.574 0.602 -0.2 -0.1 0.1
H 3.908 -0.917 1.099 0.1 -0.3 -0.1
H 2.984 -0.236 2.983 0.2 0.1 0.2
H 2.156 1.019 2.049 0.2 0.3 0.1
H 1.027 -1.740 2.395 0.0 0.1 -0.2
H 0.228 -0.300 1.780 -0.3 -0.2 -0.2
H 1.252 -0.247 4.629 0.2 -0.2 0.1
H -0.005 0.671 3.882 0.0 0.3 0.1
H -1.520 -1.109 3.761 -0.2 0.0 0.0
H -0.937 -1.109 5.395 0.1 0.0 0.3
H -0.970 -3.400 4.670 -0.2 -0.1 0.0
H -0.391 -2.973 3.093 0.1 -0.2 -0.2
H 1.569 -2.327 5.188 0.0 0.1 0.2
H 1.114 -3.993 5.311 0.0 -0.3 0.0
H 3.840 -2.655 4.514 -0.1 0.1 0.2
H 5.074 -3.291 2.212 0.2 0.0 0.0
H 3.157 -4.336 0.615 0.1 -0.1 -0.4
H 0.879 -4.289 2.036 -0.2 -0.1 -0.1
H -2.111 -4.469 -3.362 0.1 -0.4 0.0
H -2.021 -3.962 -1.669 0.1 0.0 0.2
H -3.920 -2.226 -2.856 -0.1 0.2 0.1
H -4.193 -3.722 -3.681 0.0 0.0 0.0
H -5.658 -4.132 -1.965 -0.3 0.1 0.0
H -4.201 -4.791 -1.276 0.0 -0.2 0.1
C 1.872 5.457 -0.498 -0.1 -0.1 0.0
C 1.439 4.684 0.723 0.1 0.0 -0.3
O 1.107 3.525 0.641 -0.1 -0.1 0.1
C 1.448 5.413 2.040 -0.1 -0.1 0.2
H 1.824 4.806 -1.366 0.0 0.0 0.0
H 1.221 6.320 -0.654 0.1 0.1 0.1
H 2.898 5.807 -0.384 0.0 0.1 0.0
H 0.781 6.277 1.996 0.1 0.1 0.0
H 2.453 5.769 2.264 0.1 0.1 0.0
H 1.121 4.749 2.835 0.0 0.0 0.0
C 0.490 -7.172 -2.363 0.1 0.1 -0.2
C -0.911 -7.244 -2.912 0.0 -0.1 0.1
O -1.202 -6.743 -3.971 0.0 0.0 -0.1
C -1.935 -7.967 -2.071 -0.1 0.1 -0.1
H 1.125 -6.625 -3.056 0.0 0.0 0.0
H 0.482 -6.664 -1.401 0.0 0.0 0.2
H 0.891 -8.176 -2.218 0.0 0.0 0.1
H -2.027 -7.485 -1.096 0.1 -0.1 0.0
H -1.631 -9.003 -1.914 0.0 0.0 0.1
H -2.899 -7.948 -2.575 0.0 0.0 0.0
C 4.602 2.494 -4.064 0.0 0.0 0.2
C 4.544 3.792 -3.292 0.0 0.0 -0.1
O 4.328 3.810 -2.104 0.0 0.0 0.1
C 4.763 5.066 -4.072 0.0 0.1 0.2
H 4.425 1.660 -3.389 0.0 0.0 0.0
H 3.842 2.490 -4.848 0.0 0.0 -0.1
H 5.580 2.381 -4.535 0.0 0.0 -0.1
H 4.010 5.159 -4.857 0.1 0.0 -0.1
H 5.749 5.058 -4.538 0.0 0.0 -0.1
H 4.682 5.917 -3.400 0.0 0.0 0.0
C 0.413 -2.037 9.738 0.0 -0.1 -0.1
C 0.706 -1.140 8.557 0.0 -0.2 0.1
O 1.001 -1.617 7.485 0.0 0.2 0.0
C 0.612 0.341 8.822 0.1 -0.1 -0.3
H 0.512 -3.078 9.440 0.0 0.0 0.0
H 1.109 -1.825 10.550 -0.1 0.0 0.1
H -0.601 -1.859 10.100 0.0 0.0 0.1
H 1.322 0.604 9.608 -0.1 0.1 0.1
H -0.391 0.600 9.163 0.0 0.0 0.1
H 0.841 0.916 7.929 0.0 0.0 0.0
C 5.129 9.400 -1.049 0.0 -0.1 -0.1
C 3.799 8.999 -1.641 0.0 0.1 0.1
O 3.694 8.050 -2.380 0.0 -0.1 -0.1
C 2.605 9.842 -1.261 -0.1 -0.1 -0.1
H 5.903 8.719 -1.394 0.0 0.0 0.0
H 5.381 10.419 -1.349 0.0 0.0 0.1
H 5.078 9.367 0.041 0.0 0.1 0.0
H 2.763 10.877 -1.569 0.0 0.0 0.1
H 2.464 9.825 -0.179 0.0 0.1 0.0
H 1.714 9.453 -1.748 0.0 0.0 0.0
C 1.462 3.774 11.609 0.0 0.0 -0.1
C 0.221 3.633 10.760 0.0 0.0 0.0
O 0.282 3.327 9.593 0.0 0.0 0.0
C -1.101 3.892 11.444 0.0 0.0 -0.1
H 2.342 3.564 11.006 0.0 0.0 0.0
H 1.531 4.787 12.008 0.0 0.0 0.1
H 1.423 3.079 12.449 0.0 0.1 0.1
H -1.127 4.910 11.836 0.0 0.0 0.1
H -1.233 3.201 12.278 0.0 0.1 0.1
H -1.912 3.759 10.732 0.0 0.0 0.0
C -2.214 -1.861 -9.004 0.2 -0.1 0.1
C -1.686 -0.837 -8.032 -0.1 0.0 0.0
O -0.638 -0.993 -7.448 0.1 -0.1 -0.1
C -2.537 0.387 -7.792 0.2 0.0 0.1
H -1.507 -2.684 -9.080 0.0 0.0 0.0
H -3.175 -2.234 -8.647 -0.1 0.1 -0.1
H -2.353 -1.410 -9.988 -0.1 0.0 0.0
H -3.507 0.082 -7.399 -0.1 0.0 -0.1
H -2.690 0.930 -8.726 -0.1 0.0 0.0
H -2.037 1.035 -7.075 0.0 0.0 0.0
C -5.782 -2.946 -5.495 0.0 0.1 -0.2
C -6.001 -1.840 -6.497 0.0 -0.1 0.1
O -5.232 -1.655 -7.413 0.0 0.0 0.0
C -7.219 -0.973 -6.299 0.1 0.1 -0.1
H -4.876 -3.493 -5.744 0.0 0.0 0.0
H -5.686 -2.527 -4.491 -0.1 0.0 -0.1
H -6.632 -3.630 -5.501 -0.1 0.0 0.1
H -7.174 -0.486 -5.323 0.0 -0.1 0.0
H -8.122 -1.584 -6.335 0.0 0.0 0.1
H -7.262 -0.217 -7.079 0.0 0.0 0.0

(5)
30
Properties=species:S:1:pos:R:3:forces:R:3 method="wB97M-V/def2-TZVPD" lumo_ha=0.0329 total_charge=-1 multiplicity=1 energy_ha=-878.5725 homo_lumo_gap_ha=0.0943 largest_force_ev_per_a=1.23
C 4.306 -0.762 1.054 0.2 0.6 -0.1
C 3.233 0.053 0.379 0.2 0.2 0.2
C 3.122 -0.106 -1.108 -0.1 -0.5 0.1
N 2.524 0.826 1.104 -0.8 -0.9 0.2
C 1.215 1.115 0.669 0.6 0.9 -0.3
C 0.746 2.412 0.655 0.1 -0.8 0.0
N -0.512 2.639 0.207 0.5 0.4 0.4
N -1.392 1.714 -0.212 0.0 -0.1 -0.2
C -0.947 0.471 -0.177 0.0 -0.3 -0.1
C -1.873 -0.601 -0.655 -0.2 0.4 -0.4
C -2.297 -1.535 0.474 -0.1 0.5 0.0
F -1.809 -2.826 0.248 0.0 -0.2 0.0
C 0.336 0.097 0.257 -0.1 0.6 0.0
H 5.243 -0.200 1.077 0.1 -0.1 0.0
H 4.000 -0.967 2.073 0.0 -0.1 0.1
H 4.480 -1.690 0.514 0.0 -0.1 0.0
H 2.466 0.621 -1.575 0.0 0.1 0.0
H 2.760 -1.112 -1.332 -0.1 0.0 -0.1
H 4.124 -0.051 -1.533 0.0 0.1 0.0
H 1.361 3.238 0.972 -0.1 0.2 0.0
H -0.834 3.591 0.175 -0.3 -0.1 -0.1
H -1.344 -1.151 -1.437 0.0 -0.3 0.1
H -2.740 -0.127 -1.116 -0.2 -0.1 0.1
H -3.380 -1.530 0.583 -0.1 -0.3 -0.2
H -1.868 -1.183 1.415 0.1 -0.2 0.1
H 0.637 -0.938 0.241 0.0 -0.1 0.1
C -5.404 -0.501 -0.774 -0.1 -0.4 0.9
O -5.415 -0.478 -2.031 0.1 0.1 -0.2
O -4.723 0.356 -0.080 0.3 0.3 -0.2
O -6.014 -1.377 -0.069 0.0 0.0 -0.4

(6)
8
Properties=species:S:1:pos:R:3:forces:R:3 method="wB97M-V/def2-TZVPD" lumo_ha=-0.0147 multiplicity=1 smiles="O=C/C(F)=C(/F)Cl" e_above_lowest_ev=0.412 energy_ha=-850.0097 homo_lumo_gap_ha=0.3527 largest_force_ev_per_a=5.31
C -1.266 -0.046 -0.336 5.3 0.5 -0.1
C -0.071 -0.313 0.321 -1.8 -1.1 0.4
C 1.275 0.260 0.156 1.2 0.9 0.9
H 2.040 0.097 1.075 -1.7 -0.1 -1.8
O 1.579 0.969 -0.775 0.2 -0.4 0.5
F -2.349 -0.612 0.018 -1.7 -0.3 -0.1
F -0.083 -1.271 1.334 -0.4 1.2 -0.9
Cl -1.124 0.915 -1.793 -1.1 -0.6 1.1

(7)
19
Properties=species:S:1:pos:R:3:forces:R:3 method="wB97M-V/def2-TZVPD" lumo_ha=0.0399 multiplicity=1 smiles="C1=CCC1.COC" e_above_lowest_ev=2.757 energy_ha=-310.9579 homo_lumo_gap_ha=0.3796 largest_force_ev_per_a=0.29
C -0.707 0.711 -1.607 -0.3 0.0 0.0
O 0.666 0.919 -1.389 0.0 0.1 0.0
C -1.017 -1.143 1.288 -0.1 0.0 0.0
C 0.463 -0.858 1.435 0.2 -0.1 -0.1
C 0.023 0.331 2.346 0.1 0.1 0.1
C -1.394 -0.119 2.059 -0.1 -0.1 0.0
C 1.449 0.240 -2.335 0.2 -0.1 -0.2
H -1.249 1.244 -0.822 0.1 -0.1 -0.1
H -0.967 -0.358 -1.547 0.1 0.2 0.0
H -1.018 1.093 -2.593 0.1 -0.1 0.1
H -1.562 -1.907 0.738 0.1 0.1 0.1
H 1.053 -1.634 1.937 -0.1 0.1 -0.1
H 0.970 -0.542 0.517 -0.1 -0.1 0.2
H 0.297 1.320 1.961 0.0 -0.1 0.1
H 0.342 0.253 3.391 0.0 0.0 -0.2
H -2.360 0.267 2.375 0.1 -0.1 -0.1
H 2.497 0.434 -2.094 -0.1 0.0 -0.1
H 1.270 -0.847 -2.303 0.0 0.2 0.0
H 1.243 0.594 -3.358 0.0 0.0 0.2

(8)
9
Properties=species:S:1:pos:R:3:forces:R:3 method="wB97M-V/def2-TZVPD" lumo_ha=0.0136 multiplicity=1 smiles="S[C@@H]1SC=NS1" e_above_lowest_ev=1.745 energy_ha=-1327.2525 homo_lumo_gap_ha=0.3234 largest_force_ev_per_a=4.69
C 0.209 -1.307 1.321 -1.5 0.1 -1.5
C -0.540 0.613 -0.501 0.3 -1.4 -2.7
N 0.991 -1.539 0.369 0.9 -1.0 1.4
S -1.130 -0.109 0.979 -0.1 0.0 0.8
S 1.085 -0.696 -0.964 -1.7 1.6 -1.0
S 0.245 2.210 -0.357 -1.4 0.2 4.5
H -0.047 -2.051 2.056 0.4 0.2 0.7
H -1.369 0.572 -1.369 2.1 0.0 2.0
H 0.556 2.307 -1.534 1.1 0.3 -4.2